Entry 1:
DFT (the ωB97M-V functional and the def2-TZVPD basis) results for a molecular structure, C20H51F6HfN3O15S2 at a distorted geometry.

Output
Kohn-Sham gap: 2.28 eV
total charge: +2
E_HOMO: -12.142 eV

Structure (XYZ):
```
98
Properties=species:S:1:pos:R:3:forces:R:3
Hf 1.91010 -2.57792 -1.97580 -5.3 7.9 1.5
C -1.76851 -0.99610 0.61044 0.8 -0.5 -0.7
F -2.34373 -0.16780 1.43084 0.2 -0.2 0.2
F -1.66251 -2.24159 1.10792 -0.4 0.1 0.4
F -2.43519 -1.06892 -0.52316 -0.1 0.2 -0.1
S 0.02139 -0.50099 0.32695 0.9 1.1 1.4
O 0.05313 0.90311 0.06212 -0.1 -1.1 -0.4
O 0.77554 -0.87792 1.48973 -0.5 -0.3 -0.1
O 0.48820 -1.35691 -0.83250 0.7 -1.6 -1.2
C 0.74639 1.65470 -4.13731 1.3 -1.1 0.9
F -0.22069 2.45652 -4.42883 -0.1 0.0 -0.3
F 1.66493 1.54241 -5.08985 -0.3 0.1 -0.5
F 1.39954 2.05016 -3.03395 -0.2 0.2 0.1
S 0.07715 -0.05437 -3.72471 -2.7 0.0 0.3
O 1.23381 -0.85396 -3.11380 2.7 -2.0 0.3
O -0.90469 0.18417 -2.71559 0.4 0.1 0.1
O -0.36373 -0.71183 -4.90989 0.6 -0.1 -0.6
C -5.69400 0.49204 -3.37364 -0.4 0.3 0.2
C -6.72315 -0.63201 -3.23899 0.1 0.9 -0.5
C -6.88602 -1.15556 -1.83168 0.2 -0.6 0.8
O -5.63348 -1.56710 -1.29873 0.9 0.4 -0.3
C -5.68765 -2.47552 -0.23645 -1.2 0.3 0.2
N -7.97162 -0.12064 -3.77739 -0.3 -0.7 -0.6
H -5.54068 0.69341 -4.43243 0.2 -0.1 0.0
H -4.74653 0.33982 -2.86068 0.0 -0.3 0.0
H -6.15089 1.39819 -2.96241 0.2 0.0 0.1
H -6.42883 -1.42327 -3.93442 0.1 -0.3 0.3
H -7.54495 -2.03430 -1.80616 -0.2 0.1 -0.2
H -7.32035 -0.39714 -1.16921 -0.1 0.1 -0.1
H -4.67471 -2.74004 0.06028 0.0 -0.3 -0.3
H -6.34360 -3.30212 -0.53666 0.5 -0.5 0.2
H -6.16904 -2.07217 0.66713 0.1 0.3 -0.1
H -8.66107 -0.85193 -3.87415 -0.2 0.2 0.0
H -8.38698 0.71897 -3.40578 0.3 0.0 0.4
C 2.26306 3.66306 6.78034 -0.3 -0.5 1.0
C 2.81422 2.44204 6.01184 -0.5 0.7 0.2
C 1.89438 1.91425 4.92780 1.3 0.3 -0.1
O 1.52498 2.97985 4.07233 -0.4 -0.2 0.1
C 0.56853 2.56156 3.15488 -0.3 -0.7 -1.4
N 4.17947 2.67905 5.53597 0.2 0.0 0.3
H 2.57759 3.48232 7.81439 0.1 0.4 0.0
H 1.17366 3.67750 6.85721 0.0 0.1 -0.3
H 2.63985 4.65008 6.52338 -0.1 -0.1 -0.5
H 2.81100 1.67045 6.78739 0.5 -0.3 -0.3
H 1.05458 1.39287 5.39789 -0.3 0.3 -0.2
H 2.47815 1.18574 4.34572 -0.2 -0.2 0.0
H 0.12489 3.37649 2.58280 -0.2 0.4 0.7
H -0.18785 1.90032 3.59408 -0.3 0.5 0.3
H 0.94216 1.94370 2.31222 0.7 -0.1 0.4
H 4.20930 3.31631 4.74454 -0.5 -0.1 -0.1
H 4.60801 3.24474 6.26540 0.4 -0.3 0.0
C 3.70111 1.02566 0.39108 0.0 0.9 0.1
C 3.21200 0.22193 -0.78594 -0.2 -1.1 -1.3
C 4.06317 0.23404 -2.04621 0.3 2.1 0.3
O 3.70851 -0.83828 -2.90872 0.7 -1.6 0.7
C 4.48188 -0.82961 -4.14898 -1.2 -0.1 -0.1
N 3.16170 -1.23395 -0.39756 1.3 -1.4 1.8
H 3.25131 0.75326 1.35084 -0.1 -0.4 -0.2
H 3.41785 2.07681 0.30657 0.1 0.0 -0.3
H 4.78717 0.97417 0.48864 0.0 0.0 0.0
H 2.22421 0.44155 -1.19119 -0.2 0.4 0.8
H 5.13720 0.33021 -1.84681 0.1 -0.8 0.0
H 3.83227 1.19781 -2.51908 -0.1 -0.2 -0.4
H 4.45303 -1.83743 -4.55790 0.3 -0.1 0.1
H 5.49491 -0.48525 -3.97215 0.0 0.0 0.0
H 3.89816 -0.20615 -4.82588 0.5 0.3 -0.1
H 4.13822 -1.46889 -0.12773 0.3 -0.3 -1.5
H 3.00810 -1.17871 0.63070 -2.0 -0.5 -0.3
C 1.94803 -2.98801 4.29016 -0.8 0.2 -1.4
C 1.88583 -4.16319 3.33836 1.3 -0.8 -0.1
O 0.99573 -3.97702 2.22897 -0.6 -0.3 -0.4
O 2.30088 -1.84255 3.53160 1.2 0.3 0.1
H 2.74292 -3.22966 4.99300 -0.2 0.4 0.3
H 0.97675 -2.77614 4.74188 0.1 -0.4 0.5
H 1.78747 -5.13763 3.82822 -0.7 0.2 0.1
H 2.88501 -4.28308 2.90130 0.0 0.4 -0.1
H 0.20826 -4.51325 2.37167 0.0 0.1 0.5
H 1.55924 -1.40036 3.11112 -0.3 -0.4 0.2
C -1.35517 -3.44494 -2.44891 -0.6 -0.4 0.1
C -1.02051 -4.29035 -1.24857 -0.1 -1.0 0.6
O 0.26090 -3.92407 -0.63781 0.6 0.2 -1.3
O -0.12318 -3.05445 -3.11184 0.8 -0.9 0.4
H -1.98997 -2.59107 -2.21576 0.6 0.4 0.1
H -1.94232 -4.03419 -3.15455 0.1 -0.2 0.0
H -0.93562 -5.36445 -1.42429 0.0 0.1 -0.6
H -1.81526 -4.21218 -0.50501 0.1 0.4 0.1
H 0.25741 -4.32455 0.24751 0.9 0.4 0.3
H -0.30848 -3.11311 -4.06316 0.4 0.6 -0.1
C 0.52433 5.24024 -1.61064 -1.9 -0.4 -1.4
C 0.52452 4.06783 -0.67087 0.7 -0.3 0.7
O -0.55703 3.18112 -0.92912 0.3 0.4 -0.1
O -0.58713 6.07872 -1.31254 0.5 0.9 0.5
H 0.28842 4.91341 -2.63603 0.6 -0.5 0.0
H 1.43613 5.82419 -1.70159 0.0 0.1 0.7
H 0.46098 4.47834 0.34649 -0.1 0.0 0.0
H 1.45633 3.47920 -0.68848 0.1 0.3 -0.3
H -0.25660 2.32307 -0.58694 -0.7 0.7 -0.4
H -1.36219 5.56720 -1.06320 0.2 -0.3 -0.1
```
Positions in Å, forces in eV/Å.

Atomic partial charges in e from the Löwdin method, atoms 1 to 6: 2.281 -0.643 0.233 0.128 0.172 0.634

Entry 2:
DFT (the ωB97M-V functional and the def2-TZVPD basis) results for a molecular structure, C20H52As7F42N3O3 at a distorted geometry.

Output
spin multiplicity: 2
Kohn-Sham gap (alpha / beta): 0.99 / 6.60 eV
total charge: -5
E_HOMO (alpha / beta): 5.257 / -0.357 eV

Structure (XYZ):
```
127
Properties=species:S:1:pos:R:3:forces:R:3
C 4.13155 -1.47028 -5.88936 -1.6 -1.0 0.8
C 4.68752 -2.72451 -5.15781 -0.1 0.6 -0.9
N 3.68281 -3.44784 -4.25655 0.7 -0.9 -0.4
C 2.59325 -4.11856 -5.16324 0.7 0.1 1.8
C 4.49163 -4.58008 -3.49101 0.3 -0.4 -1.3
C 4.83256 -5.77867 -4.40245 -0.4 0.0 -0.3
C 3.08100 -2.47207 -3.21424 1.5 -1.1 -0.2
C 4.18209 -1.77301 -2.40878 -1.4 -0.3 0.2
O 4.86203 -2.66669 -1.54227 0.3 -0.4 -1.7
C 5.54678 -2.01052 -0.50838 -1.3 0.5 0.6
H 4.79079 -1.00180 -6.62014 0.3 -0.1 0.5
H 3.62808 -0.78973 -5.20272 0.9 0.6 0.1
H 3.21946 -1.72975 -6.42682 0.1 -0.4 -0.5
H 5.57569 -2.47796 -4.57602 -0.3 0.0 0.3
H 5.02247 -3.43168 -5.91664 -0.1 -0.3 0.2
H 2.13117 -4.93341 -4.60591 -0.3 0.5 0.7
H 3.07269 -4.72823 -5.92909 0.1 1.1 -0.6
H 1.87377 -3.32653 -5.37093 0.1 -0.3 -0.6
H 3.98958 -4.83130 -2.55670 -0.4 0.1 -0.4
H 5.48065 -4.22468 -3.20178 -0.4 0.7 0.0
H 5.44177 -5.51828 -5.26799 0.2 0.4 0.0
H 4.00941 -6.32510 -4.86281 -0.3 -0.1 0.4
H 5.44271 -6.51978 -3.88613 -0.1 0.1 0.4
H 2.50903 -3.10998 -2.54044 -0.2 0.1 0.0
H 2.45207 -1.70350 -3.66350 -0.1 -0.3 -0.4
H 3.50106 -1.09673 -1.89211 0.5 0.5 0.8
H 4.84096 -1.14812 -3.01169 0.2 -0.1 0.0
H 4.70483 -1.74348 0.13028 0.6 0.4 0.9
H 6.03011 -1.08481 -0.82075 0.3 -0.2 -0.1
H 6.21864 -2.69889 0.00431 0.0 0.0 -0.2
C -1.91489 2.37497 5.14296 -0.5 -0.5 0.3
C -2.23969 1.27312 6.20437 -0.1 0.5 -1.3
N -1.89723 -0.18212 5.77669 0.7 0.3 1.2
C -0.33629 -0.28149 5.58804 -1.3 -0.7 0.0
C -2.27619 -1.01337 7.04007 0.2 -0.4 -0.2
C -2.07938 -2.55616 7.04853 0.2 0.1 -1.4
C -2.58883 -0.69118 4.49665 0.1 0.3 -0.2
C -4.11687 -0.64809 4.36949 -1.3 0.4 0.4
O -4.73455 0.60994 4.48372 0.7 1.4 -0.2
C -6.10437 0.63414 4.08374 0.1 1.3 1.3
H -2.56456 2.33768 4.26852 0.3 -0.5 -0.2
H -0.85587 2.40629 4.88686 -0.1 -0.2 -0.2
H -2.14705 3.38496 5.48077 -0.1 -0.1 0.7
H -3.29716 1.20618 6.46006 0.0 0.4 -0.2
H -1.67648 1.47730 7.11498 0.1 -0.3 0.0
H 0.04731 0.38083 4.81196 -0.5 -0.1 -0.1
H -0.15400 -1.32303 5.32337 0.3 0.2 -0.2
H 0.14794 -0.04792 6.53623 -0.3 0.1 0.1
H -3.31832 -0.82301 7.29666 -0.1 0.2 -0.5
H -1.71663 -0.53908 7.84632 0.2 -0.2 -0.1
H -1.14080 -2.93018 6.63954 0.6 0.5 0.5
H -2.72748 -3.07519 6.34236 -0.7 0.3 0.2
H -2.23755 -3.00406 8.02959 0.0 0.4 0.1
H -2.25089 -1.72557 4.43398 -0.1 0.0 -0.3
H -2.11862 -0.14768 3.67713 0.0 0.1 -0.1
H -4.65266 -1.19714 5.14381 0.5 -1.1 0.3
H -4.51288 -0.99032 3.41337 1.1 -0.9 -0.3
H -6.36983 0.87713 3.05486 0.8 -0.8 -0.4
H -6.46375 1.53188 4.58674 -0.2 0.0 0.2
H -6.61684 -0.22235 4.52181 -0.2 -0.3 -0.3
C 0.51193 -0.65094 -1.19368 -0.3 -0.3 -0.9
C -0.21388 0.59931 -0.70634 0.7 -0.8 1.2
C -0.42085 0.45465 0.83533 -0.1 1.3 -0.7
O -1.20416 1.44393 1.48114 -0.2 0.0 -0.1
C -2.49788 1.64647 0.91958 -0.7 0.9 1.0
N 0.65505 1.85397 -1.01876 -1.0 -1.5 0.0
H 0.49103 2.08715 -1.98768 -0.3 0.6 -0.6
H 0.49831 2.66296 -0.43474 -0.6 0.6 0.2
H 1.64371 1.66268 -0.94085 0.6 -0.3 0.0
H 0.34847 -0.63163 -2.27118 0.6 -0.2 -0.2
H -0.00075 -1.56266 -0.88704 -0.3 0.2 0.3
H 1.55670 -0.80968 -0.92655 0.1 0.5 0.2
H -1.09767 0.57244 -1.34375 -0.3 0.9 0.4
H 0.57035 0.64426 1.24723 0.2 -0.7 0.3
H -0.84882 -0.50669 1.11955 0.4 -0.4 -0.5
H -3.06820 2.18355 1.67746 0.3 0.6 0.0
H -3.14350 0.77323 0.82613 0.6 -0.7 -0.7
H -2.46141 2.29331 0.04302 -0.1 -0.4 -0.3
As 4.84944 2.38533 -0.49645 -0.6 3.0 -1.1
F 6.14520 2.17773 -1.76100 -1.0 -0.5 1.7
F 5.97021 3.28133 0.65342 -0.7 -1.6 -1.3
F 3.54533 2.82991 0.67029 1.2 -1.2 -1.1
F 3.61558 1.62635 -1.60746 1.2 0.4 1.3
F 5.16534 0.78875 0.20163 -0.1 1.5 -0.3
F 4.56750 3.96795 -1.33686 0.2 -1.7 1.0
As 0.55089 6.04335 -1.22596 -2.2 -0.1 -1.3
F 1.17024 4.75960 -0.23953 0.6 0.1 0.0
F 2.03323 6.12963 -2.25423 -1.3 0.2 1.4
F -0.22956 7.35143 -2.17454 1.0 -0.8 0.8
F -1.00731 5.80640 -0.33903 1.7 0.9 -0.5
F 1.18923 7.30533 -0.04805 -0.6 -1.5 -1.3
F -0.09968 4.80674 -2.38054 1.3 1.4 1.1
As -3.49145 3.16239 -3.63217 -0.2 -1.0 0.0
F -3.72302 1.38184 -3.52690 0.4 1.8 0.1
F -4.99071 3.21687 -4.68238 1.0 -0.1 0.8
F -3.43527 4.89876 -3.80165 0.1 -0.4 0.0
F -1.98048 3.19175 -2.66352 -1.7 -0.5 -0.6
F -2.48378 2.93088 -5.08991 -1.0 0.4 1.1
F -4.50362 3.35746 -2.14079 1.0 -0.3 -1.5
As 0.27854 0.40616 -5.38934 -2.1 1.4 -0.4
F -1.25425 0.24340 -6.34584 2.1 -0.4 0.7
F 0.27034 -1.28383 -4.85316 -0.3 0.4 -0.3
F 1.82288 0.50540 -4.48845 -1.0 0.6 -0.3
F 0.23810 2.17556 -5.90050 1.0 -2.7 0.6
F -0.76260 0.84589 -3.97920 1.9 -0.6 -1.2
F 1.32898 -0.19846 -6.77129 -1.2 1.0 0.8
As 1.47669 -2.94375 2.81849 -1.7 -0.3 -3.1
F 1.85622 -2.66476 4.53695 -0.4 -0.5 -0.8
F 3.05355 -3.61797 2.44416 -0.7 0.3 0.7
F 1.06438 -3.04773 1.02827 0.7 -0.2 2.2
F -0.25578 -2.44246 3.00211 1.5 0.3 0.7
F 2.03923 -1.30978 2.50514 -0.4 -0.8 0.5
F 0.81681 -4.58663 3.10150 1.0 1.1 0.2
As -4.87672 5.17060 2.27389 0.5 -0.8 -1.0
F -5.96031 3.83935 2.93065 1.6 0.7 -0.5
F -5.02310 5.94181 3.91563 0.0 -0.5 -1.4
F -3.92390 6.54901 1.70882 -1.2 -0.7 0.7
F -4.61219 4.40311 0.67517 -0.7 0.6 2.2
F -6.47017 5.83112 1.70796 1.7 0.1 0.6
F -3.31760 4.36650 2.82650 -2.0 0.7 -0.1
As -3.57090 -2.53830 -1.13752 0.4 0.5 -1.8
F -2.00582 -3.26243 -1.63155 -1.2 0.8 0.4
F -2.98642 -2.52137 0.56235 -0.4 0.6 -1.3
F -5.10951 -1.83715 -0.61017 0.9 -0.5 0.1
F -4.27254 -2.66947 -2.78134 0.6 -0.3 1.2
F -4.14209 -4.20478 -0.84724 0.0 0.8 0.1
F -2.98940 -0.89553 -1.71716 -0.4 -2.2 1.7
```
Positions in Å, forces in eV/Å.

Atomic partial charges in e from the Löwdin method, atoms 1 to 6: -0.057 -0.210 -0.201 0.012 -0.149 -0.476

| no. | total energy (eV) |
| --- | --- |
| 1 | -96011.4525 |
| 2 | -572214.0344 |